A single C10H13N5S molecule at a distorted geometry, computed with ωB97M-V with the def2-TZVPD basis set.

The geometry in XYZ format:
```
29
Properties=species:S:1:pos:R:3:forces:R:3
N 0.872 2.771 2.125 0.771 -1.196 -1.114
S 2.141 0.021 -1.624 0.266 -0.426 -0.041
C 1.073 1.906 1.365 -1.399 3.332 3.677
N 0.858 -1.158 1.663 0.382 0.288 -0.738
N -0.802 -0.367 0.251 0.926 0.918 -1.397
C 1.388 1.187 -0.757 1.312 -0.411 -3.766
C 0.396 -0.249 0.810 -2.621 -3.687 1.598
C 0.089 -2.250 1.795 1.564 0.633 3.699
C -1.436 -1.527 0.337 -2.731 2.325 -2.564
C -1.102 -2.454 1.209 0.495 -3.234 0.402
N 1.075 0.904 0.548 0.789 1.074 -1.093
N 1.062 2.387 -1.352 1.847 -0.100 -0.230
C 0.503 -3.182 2.895 0.639 -0.053 0.478
C -2.671 -1.703 -0.515 0.651 4.244 -0.323
C -0.327 2.701 -1.403 -1.287 -1.145 0.931
C 1.707 2.756 -2.674 0.862 0.565 1.925
H -1.564 -3.444 1.340 -0.186 0.817 -0.149
H 1.175 -3.888 2.460 0.868 -0.626 -0.148
H -0.253 -3.785 3.378 -0.756 0.078 -0.374
H 1.009 -2.686 3.726 0.177 0.237 -0.434
H -2.513 -2.347 -1.297 0.214 -2.541 -1.336
H -2.866 -0.765 -1.157 0.269 -0.906 1.498
H -3.498 -1.858 0.118 -1.208 -0.685 0.370
H -0.409 3.645 -1.862 -0.367 1.155 -0.615
H -0.730 2.811 -0.368 -0.081 -0.483 -0.907
H -0.826 1.906 -2.052 0.033 0.997 1.013
H 2.792 2.563 -2.708 -0.611 -0.271 0.348
H 1.243 2.253 -3.487 -0.514 -0.488 -0.709
H 1.614 3.850 -2.766 -0.301 -0.411 -0.001
```
Positions in Å, forces in eV/Å.

Output
- HOMO energy: -8.61 eV
- E_LUMO: 0.113 eV
- Energy above the lowest of the compared OMol25 structures with the same formula, charge and spin: 1.2579 eV
- Multiplicity: 1
- SMILES string: Cc1cc(C)nc(N(C#N)C(=S)N(C)C)n1
- F_max: 0.1003 Eh/bohr
- Gap between HOMO and LUMO: 8.724 eV

And the Löwdin charges, in e, turn out to be: number 1, N, carries 0.19; number 2, S, carries 0.75; number 3, C, carries -0.27; number 4, N, carries 0.23; number 5, N, carries 0.22; number 6, C, carries -0.79; number 7, C, carries -0.39; number 8, C, carries -0.30; number 9, C, carries -0.32; number 10, C, carries 0.00; number 11, N, carries -0.04; number 12, N, carries -0.21; number 13, C, carries -0.03; number 14, C, carries -0.01; number 15, C, carries -0.08; number 16, C, carries -0.08; number 17, H, carries 0.15; number 18, H, carries 0.08; number 19, H, carries 0.08; number 20, H, carries 0.09; number 21, H, carries 0.05; number 22, H, carries 0.11; number 23, H, carries 0.07; number 24, H, carries 0.06; number 25, H, carries 0.10; number 26, H, carries 0.12; number 27, H, carries 0.08; number 28, H, carries 0.06; number 29, H, carries 0.09

***

A molecular structure, Cl4O16Pb at a distorted geometry, computed with ωB97M-V with the def2-TZVPD basis set.

The geometry in XYZ format:
```
21
Properties=species:S:1:pos:R:3:forces:R:3
Pb -8.043 4.876 -1.307 -0.877 -0.794 0.890
Cl -7.236 8.055 0.988 0.073 0.130 0.607
O -8.407 8.705 1.507 0.225 0.220 -0.429
O -6.325 8.958 0.342 -0.319 0.307 -0.139
O -6.558 7.380 2.045 0.149 -0.404 0.127
O -7.676 7.080 -0.024 -0.209 -0.644 -0.655
Cl -11.595 2.854 -0.821 -1.479 -0.305 0.325
O -11.608 2.145 0.428 0.343 0.289 -0.166
O -12.014 1.957 -1.866 0.319 0.332 -0.069
O -12.482 3.993 -0.744 0.237 -0.106 -0.115
O -10.255 3.354 -1.128 1.168 0.408 -0.084
Cl -8.990 4.256 -5.127 -0.334 -0.151 0.100
O -10.318 3.738 -5.015 0.342 -0.357 -0.303
O -8.451 4.346 -3.744 0.293 0.628 0.182
O -8.078 3.416 -5.853 -0.336 -0.249 -0.037
O -9.040 5.548 -5.750 0.309 0.332 0.366
Cl -7.683 2.681 1.260 1.096 -1.256 -0.972
O -9.019 2.325 1.564 0.076 0.222 0.428
O -6.747 2.322 2.285 -0.365 -0.015 0.112
O -7.276 2.078 -0.010 -0.193 0.198 0.133
O -7.547 4.129 1.037 -0.519 1.214 -0.302
```
Positions in Å, forces in eV/Å.

Output
- HOMO energy: -4.53 eV
- E_LUMO: 3.381 eV
- Total charge: -2
- Energy above the lowest of the compared OMol25 structures with the same formula, charge and spin: 0.0000 eV
- Multiplicity: 1
- F_max: 0.0375 Eh/bohr
- Gap between HOMO and LUMO: 7.907 eV

And the Löwdin charges, in e, turn out to be: number 1, Pb, carries 1.82; number 2, Cl, carries 0.64; number 3, O, carries -0.34; number 4, O, carries -0.36; number 5, O, carries -0.34; number 6, O, carries -0.58; number 7, Cl, carries 0.65; number 8, O, carries -0.35; number 9, O, carries -0.35; number 10, O, carries -0.37; number 11, O, carries -0.52; number 12, Cl, carries 0.66; number 13, O, carries -0.32; number 14, O, carries -0.61; number 15, O, carries -0.35; number 16, O, carries -0.36; number 17, Cl, carries 0.64; number 18, O, carries -0.30; number 19, O, carries -0.33; number 20, O, carries -0.40; number 21, O, carries -0.53

***

A gas-phase ion, C4H12N3 (charge +1) at a distorted geometry, computed with ωB97M-V with the def2-TZVPD basis set.

The geometry in XYZ format:
```
19
Properties=species:S:1:pos:R:3:forces:R:3
C -1.859 0.251 0.762 0.149 -0.086 0.322
C -0.636 0.894 0.104 -0.193 0.381 -0.267
C 0.592 0.049 -0.019 0.975 -0.400 -1.523
C 1.100 -0.493 -1.137 -0.276 0.995 -0.029
N 2.503 -0.575 -1.377 0.029 -1.327 1.177
N 1.527 -0.001 1.147 -1.563 1.024 0.569
N -2.685 -0.470 -0.209 1.061 0.112 0.380
H -1.395 -0.425 1.491 -0.641 -0.390 0.098
H -2.449 0.968 1.344 0.275 0.191 -0.080
H -0.830 1.258 -0.911 -0.299 -0.201 0.156
H -0.340 1.822 0.625 -0.050 -0.320 0.115
H 0.454 -0.776 -1.954 -0.487 0.509 -0.161
H 2.735 -0.179 -2.280 -0.109 0.003 -0.016
H 2.768 -1.559 -1.401 0.338 0.143 -0.286
H 2.014 0.874 1.362 0.540 -0.196 -0.500
H 0.883 -0.083 1.944 0.375 -0.552 0.163
H 2.122 -0.820 1.061 0.446 0.226 0.182
H -3.426 -0.958 0.272 -0.194 -0.026 -0.111
H -3.079 0.224 -0.824 -0.376 -0.086 -0.191
```
Positions in Å, forces in eV/Å.

Output
- HOMO energy: -12.91 eV
- E_LUMO: -3.431 eV
- Total charge: +1
- Energy above the lowest of the compared OMol25 structures with the same formula, charge and spin: 2.5666 eV
- Multiplicity: 1
- SMILES string: N/C=C(\[NH3+])CCN
- F_max: 0.0380 Eh/bohr
- Gap between HOMO and LUMO: 9.483 eV

And the Löwdin charges, in e, turn out to be: number 1, C, carries -0.28; number 2, C, carries -0.15; number 3, C, carries -0.23; number 4, C, carries -0.10; number 5, N, carries 0.04; number 6, N, carries 0.24; number 7, N, carries 0.01; number 8, H, carries 0.10; number 9, H, carries 0.12; number 10, H, carries 0.13; number 11, H, carries 0.13; number 12, H, carries 0.13; number 13, H, carries 0.10; number 14, H, carries 0.10; number 15, H, carries 0.18; number 16, H, carries 0.17; number 17, H, carries 0.16; number 18, H, carries 0.08; number 19, H, carries 0.07